A molecular structure, C23H34IrNO2P2 at a distorted geometry, computed with the ωB97M-V functional and the def2-TZVPD basis.

* charge: 0
* gap between HOMO and LUMO (spin up / spin down): 3.34 / 5.61 eV
* multiplicity: 5
* ΔE to the lowest compared entry with this formula, charge and spin: 0.610 eV
* <S²>: 6.04

Cartesian coordinates (Å):
C (-0.99, 3.02, -2.85)
C (-0.99, 2.04, -1.84)
N (0.13, 1.69, -1.20)
C (1.30, 2.31, -1.45)
C (1.34, 3.36, -2.38)
C (0.19, 3.71, -3.07)
C (-2.32, 1.59, -1.29)
P (-2.16, 0.22, -0.08)
Ir (0.07, 0.20, 0.37)
P (2.35, 0.25, 0.07)
C (2.55, 1.94, -0.68)
C (-0.18, -1.37, 1.73)
C (-0.85, -1.28, 2.96)
C (-0.84, -2.38, 3.84)
C (-0.23, -3.59, 3.54)
C (0.36, -3.69, 2.28)
C (0.38, -2.61, 1.40)
O (-2.64, -1.32, -5.88)
O (2.01, -1.28, -3.85)
H (-1.93, 3.21, -3.38)
H (2.29, 3.88, -2.51)
H (0.20, 4.52, -3.81)
C (-3.37, 0.97, 1.08)
C (-2.83, -1.35, -0.64)
H (3.39, 1.92, -1.40)
H (2.74, 2.70, 0.10)
H (-3.04, 1.29, -2.05)
H (-2.77, 2.46, -0.75)
C (3.37, 0.29, 1.55)
C (3.25, -0.81, -1.08)
H (-1.41, -0.39, 3.23)
H (-1.30, -2.29, 4.82)
H (-0.19, -4.43, 4.24)
H (0.82, -4.62, 1.96)
H (0.85, -2.76, 0.44)
H (1.44, -0.68, -4.40)
H (1.51, -2.16, -3.92)
H (-1.70, -1.42, -5.98)
H (-2.71, -0.34, -5.77)
H (0.89, -1.07, -0.32)
H (-4.33, 1.17, 0.56)
H (-3.54, 0.34, 1.97)
H (-2.98, 1.95, 1.41)
H (-3.92, -1.31, -0.73)
H (-2.38, -1.57, -1.61)
H (-2.52, -2.13, 0.08)
H (4.30, -0.48, -1.08)
H (3.17, -1.83, -0.67)
H (2.81, -0.77, -2.08)
H (4.43, 0.36, 1.26)
H (3.11, 1.11, 2.21)
H (3.21, -0.66, 2.08)
C (0.33, 4.04, 3.74)
C (0.81, 2.76, 4.03)
C (0.65, 1.68, 3.13)
C (0.08, 1.85, 1.87)
C (-0.49, 3.11, 1.62)
C (-0.34, 4.18, 2.53)
H (0.45, 4.88, 4.44)
H (1.34, 2.61, 4.97)
H (1.04, 0.70, 3.44)
H (-1.03, 3.32, 0.70)
H (-0.72, 5.17, 2.26)

---

A single C5H4N2O2 molecule at a distorted geometry, computed with the ωB97M-V functional and the def2-TZVPD basis.

* charge: 0
* gap between HOMO and LUMO: 7.78 eV
* multiplicity: 1
* SMILES string: O=C/N=C1\C=CNC1=O
* ΔE to the lowest compared entry with this formula, charge and spin: 1.224 eV

Cartesian coordinates (Å):
O (1.31, -0.35, -2.53)
C (1.91, 0.33, -1.75)
N (1.51, 0.66, -0.43)
C (0.39, 0.25, 0.05)
C (-0.68, -0.59, -0.51)
C (-1.61, -0.68, 0.49)
N (-1.23, 0.02, 1.62)
C (0.00, 0.64, 1.40)
O (0.59, 1.27, 2.25)
H (2.86, 0.80, -2.03)
H (-0.77, -1.05, -1.50)
H (-2.53, -1.23, 0.45)
H (-1.74, -0.05, 2.48)

---

A single C13H19Cl2N2OP molecule at a distorted geometry, computed with the ωB97M-V functional and the def2-TZVPD basis.

* charge: 0
* gap between HOMO and LUMO: 8.58 eV
* multiplicity: 1
* SMILES string: CCO[C@](C#N)([C@@H](C#N)/C(Cl)=C(/C)Cl)P(CC)CC

Cartesian coordinates (Å):
C (2.28, 1.05, -3.42)
C (0.95, 1.72, -2.74)
O (0.90, 1.47, -1.30)
C (-0.03, 0.43, -0.95)
C (0.01, -0.86, -1.89)
N (0.23, -1.70, -2.74)
C (-1.54, 1.08, -0.89)
C (-2.41, 0.72, -2.21)
N (-2.96, 0.03, -3.05)
C (-2.32, 0.83, 0.48)
Cl (-2.47, 2.28, 1.63)
C (-2.90, -0.39, 0.91)
C (-3.64, -0.63, 2.32)
Cl (-2.84, -1.88, -0.19)
P (0.54, -0.20, 0.80)
C (1.69, 1.06, 1.62)
C (1.51, 1.05, 3.23)
C (1.57, -1.79, 0.62)
C (0.67, -3.15, 0.63)
H (2.71, 0.34, -2.62)
H (2.03, 0.40, -4.33)
H (3.05, 1.87, -3.63)
H (-0.02, 1.49, -3.30)
H (1.11, 2.87, -2.86)
H (-1.36, 2.23, -0.97)
H (-3.38, 0.15, 3.11)
H (-4.78, -0.78, 2.20)
H (-3.24, -1.64, 2.72)
H (2.81, 0.89, 1.41)
H (1.45, 2.14, 1.26)
H (0.86, 1.96, 3.55)
H (0.91, 0.11, 3.52)
H (2.49, 1.03, 3.81)
H (2.14, -1.75, -0.38)
H (2.34, -1.93, 1.47)
H (-0.39, -2.82, 0.94)
H (0.61, -3.66, -0.40)
H (1.01, -3.90, 1.43)

---

| no. | DFT total energy (hartree) |
| --- | --- |
| 1 | -1888.817904 |
| 2 | -452.893268 |
| 3 | -1953.010723 |